A structure of composition C3H13Be2O15. Source: the OMol25 dataset; level of theory: ωB97M-V with the def2-TZVPD basis set.

Element x y z (Å)
Be: 0.488 1.056 -1.755
Be: -1.322 -1.082 -0.402
C: 2.224 0.467 -2.892
O: 2.544 1.447 -2.196
O: 3.136 -0.220 -3.430
O: 1.043 0.203 -2.902
H: 3.931 0.261 -3.666
C: -0.270 0.500 -0.049
O: -0.763 0.265 -1.240
O: 0.865 0.957 -0.220
O: -0.636 -0.335 0.816
C: -1.029 -3.202 -0.454
O: -1.596 -2.731 0.582
O: -0.471 -4.180 -0.040
O: -0.592 -2.221 -1.138
O: 0.027 2.623 -2.077
H: 0.658 3.298 -2.431
H: -0.668 3.055 -1.514
O: 2.140 -1.297 0.202
H: 1.947 -0.362 0.079
H: 2.122 -1.704 -0.702
O: -2.747 0.221 3.225
H: -2.201 1.022 2.955
H: -2.318 0.020 4.046
O: -0.013 -1.210 3.212
H: -0.142 -0.816 2.330
H: -0.743 -0.964 3.767
O: -2.985 -0.889 -0.550
H: -3.167 0.071 -0.283
H: -3.597 -1.345 0.039
O: 1.044 2.407 2.386
H: 1.831 2.903 2.596
H: 1.262 1.789 1.722

LUMO energy ... 1.4 eV
Total charge ... -1
Highest occupied orbital energy ... -2.4634 eV
Orbital gap ... 0.142 Ha
2S+1 ... 1
Calculated total energy ... -34843.70078 eV


A structure of composition C28H16F9N6O11ReS. Source: the OMol25 dataset; level of theory: ωB97M-V with the def2-TZVPD basis set.

Element x y z (Å)
Re: 0.097 -0.472 -0.270
C: -2.072 -5.530 0.936
C: -2.949 -4.471 1.119
C: -2.462 -3.177 1.195
C: -1.097 -2.940 1.095
C: -0.216 -3.995 0.915
C: -0.710 -5.288 0.833
N: -0.639 -1.585 1.187
C: -0.718 -0.990 2.423
C: -0.905 -1.632 3.654
C: -0.960 -0.873 4.804
C: -0.834 0.523 4.774
C: -0.655 1.171 3.571
C: -0.581 0.403 2.412
N: -0.451 0.889 1.116
N: -0.757 2.138 0.908
C: -0.859 2.325 -0.417
C: -1.238 3.557 -0.980
C: -1.407 3.632 -2.333
C: -1.215 2.483 -3.119
C: -0.834 1.314 -2.526
N: -0.640 1.240 -1.188
H: -2.451 -6.541 0.860
H: -4.015 -4.650 1.183
H: -3.134 -2.335 1.309
H: 0.841 -3.792 0.840
H: -0.024 -6.111 0.679
H: -0.985 -2.709 3.690
H: -1.093 -1.373 5.756
H: -0.873 1.089 5.695
H: -0.560 2.246 3.503
H: -1.392 4.396 -0.317
H: -1.693 4.567 -2.796
H: -1.343 2.506 -4.191
H: -0.668 0.407 -3.090
O: -0.690 -1.831 -3.500
S: -0.848 -2.264 -2.140
O: -1.494 -3.523 -1.945
O: -1.538 -1.131 -1.320
O: 0.494 -2.182 -1.362
F: 1.796 1.512 -4.194
C: 2.390 0.347 -3.883
F: 3.525 0.277 -4.603
F: 1.591 -0.626 -4.285
C: 2.657 0.267 -2.339
O: 1.484 0.265 -1.697
C: 3.417 1.575 -1.921
F: 2.595 2.627 -1.966
F: 4.479 1.872 -2.682
F: 3.848 1.473 -0.655
C: 3.583 -0.973 -2.086
F: 3.628 -1.293 -0.792
F: 3.161 -2.043 -2.756
F: 4.854 -0.734 -2.469
O: 1.944 -2.259 2.174
C: 2.274 -1.134 1.854
O: 1.831 -0.410 0.881
C: 3.299 -0.441 2.722
C: 3.201 -0.654 4.093
C: 4.121 -0.058 4.932
C: 5.165 0.718 4.466
C: 5.245 0.883 3.099
C: 4.330 0.332 2.216
N: 6.361 1.685 2.562
O: 7.084 2.246 3.363
O: 6.488 1.738 1.360
N: 4.000 -0.263 6.388
O: 3.033 -0.871 6.794
O: 4.877 0.194 7.094
H: 2.414 -1.280 4.488
H: 5.883 1.166 5.134
H: 4.439 0.491 1.155

LUMO energy (spin up / spin down) ... 0.9 / 1.1 eV
Total charge ... -1
Highest occupied orbital energy (spin up / spin down) ... -5.6974 / -5.7027 eV
<S²> ... 0.9272
Orbital gap (spin up / spin down) ... 0.244 / 0.250 Ha
2S+1 ... 2
Calculated total energy ... -98182.31276 eV


An isolated molecule of C23H25N3O5S. Source: the OMol25 dataset; level of theory: ωB97M-V with the def2-TZVPD basis set.

Element x y z (Å)
C: -0.381 0.002 -5.531
N: 0.129 0.678 -4.372
C: 1.061 0.211 -3.478
C: 1.802 -0.955 -3.418
C: 2.637 -1.112 -2.322
C: 2.716 -0.137 -1.343
C: 2.005 1.051 -1.405
C: 1.179 1.204 -2.493
O: 0.340 2.234 -2.797
C: -0.324 1.907 -3.943
O: -1.152 2.592 -4.472
H: 2.108 1.790 -0.630
S: 3.711 -0.449 0.113
O: 3.815 0.784 0.839
O: 4.902 -1.141 -0.278
N: 2.843 -1.490 1.060
C: 1.663 -1.008 1.712
H: 1.693 -1.333 2.760
C: 0.349 -1.509 1.051
C: -0.345 -0.434 0.215
O: -0.491 -0.563 -0.991
N: -0.786 0.665 0.860
C: -1.446 1.718 0.111
H: -0.997 2.677 0.386
C: -2.934 1.718 0.442
C: -3.140 1.775 1.929
C: -4.351 2.204 2.459
C: -4.552 2.251 3.825
C: -3.534 1.868 4.683
C: -2.328 1.438 4.166
C: -2.122 1.384 2.792
C: -0.776 0.919 2.280
H: -0.033 1.701 2.501
H: -0.482 0.026 2.830
H: -1.530 1.138 4.831
H: -3.681 1.904 5.752
H: -5.498 2.588 4.222
H: -5.140 2.506 1.786
H: -3.386 0.801 0.051
H: -3.426 2.563 -0.042
H: -1.286 1.538 -0.951
H: -0.344 -1.820 1.841
C: 0.645 -2.728 0.168
C: 1.664 -3.637 0.843
C: 3.014 -2.920 0.949
H: 3.572 -3.284 1.822
H: 3.632 -3.093 0.068
H: 1.784 -4.560 0.276
H: 1.303 -3.902 1.839
H: -0.284 -3.266 -0.024
H: 1.029 -2.384 -0.794
H: 1.741 0.079 1.690
H: 3.246 -1.995 -2.217
H: 1.719 -1.716 -4.177
H: 0.423 -0.193 -6.242
H: -0.849 -0.940 -5.244
H: -1.124 0.655 -5.989

LUMO energy ... 0.5 eV
Highest occupied orbital energy ... -8.5669 eV
Orbital gap ... 0.334 Ha
SMILES ... Cn1c(=O)oc2cc(S(=O)(=O)N3CCC[C@H](C(=O)N4CCc5ccccc5C4)C3)ccc21
2S+1 ... 1
Calculated total energy ... -49801.18318 eV


A structure of composition C10H19Br12O4PS2. Source: the OMol25 dataset; level of theory: ωB97M-V with the def2-TZVPD basis set.

Element x y z (Å)
C: -3.093 -1.245 -0.952
C: -1.568 -1.109 -0.948
C: -1.025 -1.179 0.489
C: -1.082 0.183 -1.633
C: -1.781 1.439 -1.103
C: -1.197 0.042 -3.150
O: -1.317 1.322 -3.788
O: -0.198 1.473 -4.705
S: 0.231 3.038 -4.832
O: -0.929 3.873 -4.752
O: 0.945 3.243 -3.325
P: 1.995 2.253 -2.585
S: 3.860 2.488 -2.933
H: -3.382 -2.184 -0.473
H: -3.562 -0.434 -0.390
H: -3.512 -1.256 -1.961
H: -1.159 -1.960 -1.507
H: -0.221 -0.455 0.644
H: -1.802 -0.958 1.222
H: -0.610 -2.161 0.726
H: -0.016 0.270 -1.396
H: -1.975 1.348 -0.031
H: -1.182 2.335 -1.271
H: -2.743 1.605 -1.596
H: -0.325 -0.466 -3.568
H: -2.082 -0.534 -3.437
H: 1.564 2.462 -1.271
H: 1.492 0.994 -2.909
C: 2.842 -1.511 0.872
Br: 2.478 -1.484 -1.022
Br: 2.367 0.152 1.706
Br: 1.999 -3.009 1.730
H: 3.910 -1.641 0.972
C: 4.035 3.183 4.492
Br: 3.916 3.560 6.371
Br: 4.877 1.491 4.160
Br: 2.308 3.289 3.647
H: 4.656 3.947 4.046
C: -3.535 2.830 2.758
Br: -4.272 3.495 1.114
Br: -3.296 0.924 2.693
Br: -1.892 3.721 3.206
H: -4.245 3.043 3.543
C: 1.700 -7.385 2.304
Br: 1.356 -7.983 0.512
Br: 3.473 -6.673 2.486
Br: 0.365 -6.130 2.892
H: 1.632 -8.246 2.952

LUMO energy ... -0.2 eV
Highest occupied orbital energy ... -9.2158 eV
Orbital gap ... 0.330 Ha
2S+1 ... 1
Calculated total energy ... -890333.13779 eV


A structure of composition C34H42BeN4P2. Source: the OMol25 dataset; level of theory: ωB97M-V with the def2-TZVPD basis set.

Element x y z (Å)
Be: -0.825 1.694 -1.263
C: -2.050 1.616 -6.199
C: -1.954 0.281 -6.093
C: -1.012 -0.652 -6.818
C: 0.425 -0.102 -7.024
C: 1.009 0.631 -5.847
C: 0.787 1.897 -5.461
C: 0.103 2.960 -6.247
C: -1.145 2.475 -7.033
C: 0.684 1.737 -0.323
H: -2.931 2.133 -5.798
H: -2.792 -0.259 -5.638
H: -1.417 -0.935 -7.815
H: -1.021 -1.608 -6.262
H: 1.099 -0.933 -7.299
H: 0.385 0.536 -7.912
H: 1.935 0.166 -5.449
H: 1.468 2.275 -4.665
H: 0.820 3.408 -6.958
H: -0.187 3.741 -5.537
H: -1.689 3.342 -7.453
H: -0.822 1.910 -7.923
H: 0.498 2.377 0.540
H: 1.576 2.099 -0.825
H: 0.867 0.732 0.089
P: 1.493 -0.541 -2.422
P: -1.182 -1.330 -2.073
N: 2.791 0.563 -3.053
N: 2.665 -1.631 -1.771
N: -1.867 0.045 -2.992
N: -2.722 -2.088 -1.798
C: 0.829 -1.569 -3.817
C: -0.503 -2.260 -3.456
C: 2.746 1.971 -2.942
C: 3.846 2.525 -3.583
C: 4.616 1.428 -4.114
C: 3.947 0.251 -3.784
C: 3.668 -1.229 -0.871
C: 4.345 -2.346 -0.440
C: 3.731 -3.486 -1.050
C: 2.709 -3.027 -1.851
C: -1.128 1.311 -2.985
C: -2.144 2.345 -3.006
C: -3.385 1.725 -3.267
C: -3.177 0.359 -3.295
C: -3.654 -2.558 -2.732
C: -4.752 -3.030 -2.041
C: -4.477 -2.908 -0.639
C: -3.229 -2.313 -0.508
H: 1.605 -2.287 -4.118
H: 0.624 -0.908 -4.673
H: -1.190 -2.292 -4.314
H: -0.336 -3.294 -3.117
H: 1.924 2.473 -2.455
H: 4.058 3.588 -3.686
H: 5.531 1.524 -4.695
H: 4.201 -0.776 -4.000
H: 3.766 -0.182 -0.613
H: 5.171 -2.358 0.266
H: 3.991 -4.529 -0.874
H: 1.972 -3.556 -2.442
H: -0.275 1.354 -3.676
H: -1.873 3.407 -3.033
H: -4.331 2.223 -3.499
H: -3.850 -0.408 -3.626
H: -3.446 -2.507 -3.804
H: -5.671 -3.413 -2.476
H: -5.101 -3.211 0.186
H: -2.626 -2.070 0.358
C: -1.879 1.037 0.146
C: -1.475 0.580 1.514
C: -1.630 1.416 2.644
C: -1.280 1.004 3.937
C: -0.739 -0.276 4.146
C: -0.605 -1.144 3.053
C: -0.978 -0.721 1.770
H: -2.469 1.959 0.237
H: -2.519 0.261 -0.286
H: -2.062 2.404 2.511
H: -1.457 1.653 4.808
H: -0.414 -0.598 5.140
H: -0.251 -2.169 3.209
H: -0.906 -1.430 0.945

LUMO energy ... -0.5 eV
Highest occupied orbital energy ... -6.6785 eV
Orbital gap ... 0.226 Ha
2S+1 ... 1
Calculated total energy ... -60873.73534 eV


A cluster of 2 separate species, C4H6O in total. Source: the OMol25 dataset; level of theory: ωB97M-V with the def2-TZVPD basis set.

Element x y z (Å)
C: 1.294 -1.856 2.036
C: 1.850 -1.620 1.007
C: 2.566 -1.344 -0.271
C: -0.722 1.455 0.192
O: 2.262 -0.410 -0.959
H: 0.753 -2.306 2.873
H: 3.428 -2.092 -0.600
H: -0.784 0.357 0.242
H: 0.169 1.712 -0.534
H: -0.610 1.723 1.234
H: -1.701 1.846 -0.064

LUMO energy ... 0.0 eV
Highest occupied orbital energy ... -10.7442 eV
Orbital gap ... 0.396 Ha
SMILES ... C#CC=O.C
2S+1 ... 1
Calculated total energy ... -6289.57403 eV


A structure of composition C22H31MnN3P2S. Source: the OMol25 dataset; level of theory: ωB97M-V with the def2-TZVPD basis set.

Element x y z (Å)
C: -1.341 2.870 -3.089
C: -0.978 1.730 -2.370
C: 0.403 1.495 -2.141
C: 1.360 2.335 -2.726
C: 0.972 3.457 -3.449
C: -0.378 3.739 -3.617
C: 2.791 1.995 -2.471
C: 2.981 0.515 -2.491
C: 1.964 -0.273 -1.933
C: 2.070 -1.689 -1.970
C: 3.268 -2.248 -2.422
C: 4.304 -1.450 -2.928
C: 4.146 -0.067 -2.979
H: -2.404 3.075 -3.210
H: 1.741 4.109 -3.859
H: -0.703 4.626 -4.157
H: 3.434 2.470 -3.217
H: 3.375 -3.335 -2.368
H: 5.219 -1.923 -3.288
H: 4.925 0.576 -3.385
N: 0.860 0.400 -1.397
Mn: 0.224 0.041 0.528
C: -2.010 0.778 -1.804
H: -1.869 -0.242 -2.203
H: -3.020 1.128 -2.051
C: 0.927 -2.556 -1.498
H: 0.026 -2.391 -2.113
H: 1.201 -3.618 -1.566
P: -1.922 0.694 0.048
P: 0.479 -2.207 0.250
C: 1.655 -3.209 1.209
H: 1.358 -3.190 2.263
H: 1.700 -4.251 0.861
H: 2.658 -2.777 1.136
C: -1.055 -3.163 0.418
H: -0.844 -4.234 0.338
H: -1.483 -2.970 1.402
H: -1.800 -2.905 -0.338
C: -2.307 2.407 0.525
H: -3.193 2.762 -0.012
H: -2.491 2.485 1.601
H: -1.467 3.063 0.279
C: -3.371 -0.268 0.540
H: -3.360 -0.435 1.620
H: -4.278 0.287 0.281
H: -3.391 -1.240 0.041
H: 3.057 2.367 -1.459
H: 1.570 -0.768 0.820
S: 0.893 -0.007 2.748
C: -0.404 -0.153 3.873
N: -0.321 -0.568 5.168
C: -1.340 0.011 6.000
C: -2.299 0.625 4.973
N: -1.620 0.409 3.727
H: 0.524 -1.035 5.531
H: -0.923 0.801 6.653
H: -1.846 -0.708 6.664
H: -2.478 1.694 5.146
H: -3.269 0.122 5.030
H: -1.920 0.811 2.837

LUMO energy (spin up / spin down) ... -2.6 / -2.8 eV
Total charge ... +1
Highest occupied orbital energy (spin up / spin down) ... -9.4115 / -9.5007 eV
<S²> ... 6.1329
Orbital gap (spin up / spin down) ... 0.249 / 0.247 Ha
2S+1 ... 5
Calculated total energy ... -88515.68734 eV


A structure of composition C41H60AuF4N2P. Source: the OMol25 dataset; level of theory: ωB97M-V with the def2-TZVPD basis set.

Element x y z (Å)
Au: 0.049 -0.347 1.093
C: 0.688 -3.524 -0.296
C: 0.374 -3.506 1.186
N: -0.683 -2.533 1.564
C: -1.968 -2.826 0.869
C: -2.652 -4.137 1.237
C: -0.811 -2.568 3.026
C: -1.906 -1.666 3.556
N: -1.734 -0.295 3.146
C: -2.473 0.632 3.667
C: -2.219 2.011 3.277
F: -1.342 2.242 2.369
C: -2.885 3.063 3.852
F: -2.604 4.292 3.474
C: -3.866 2.825 4.804
C: -4.190 1.518 5.189
F: -5.139 1.320 6.077
C: -3.537 0.448 4.651
F: -3.884 -0.754 5.019
H: 1.670 -3.966 -0.460
H: 0.686 -2.513 -0.709
H: -0.030 -4.114 -0.858
H: 1.257 -3.247 1.771
H: 0.070 -4.506 1.511
H: -1.746 -2.805 -0.193
H: -2.646 -1.987 1.041
H: -2.025 -5.005 1.037
H: -3.551 -4.242 0.630
H: -2.962 -4.177 2.283
H: 0.151 -2.281 3.454
H: -1.039 -3.580 3.380
H: -1.944 -1.747 4.647
H: -2.892 -1.999 3.204
H: -4.402 3.659 5.247
C: -2.515 -3.538 -3.415
C: -2.987 -2.129 -3.068
C: -3.720 -1.518 -4.270
C: -1.892 -1.172 -2.633
C: -0.680 -1.081 -3.296
C: 0.251 -0.085 -3.015
C: 1.460 -0.019 -3.939
C: 1.040 0.590 -5.286
C: 2.103 -1.388 -4.204
C: -0.019 0.875 -2.015
C: -1.305 0.868 -1.394
C: -2.162 -0.204 -1.680
C: -2.058 2.052 -0.745
C: -1.309 3.244 -0.159
C: -3.126 1.551 0.248
C: 1.025 1.935 -1.769
C: 1.153 2.879 -2.792
C: 2.075 3.907 -2.757
C: 2.926 4.019 -1.671
C: 2.834 3.092 -0.652
C: 1.905 2.042 -0.668
P: 2.033 0.896 0.755
C: 2.512 1.868 2.321
C: 2.005 1.055 3.526
C: 1.884 3.279 2.325
C: 4.023 2.026 2.542
C: 3.416 -0.288 0.296
C: 3.524 -1.371 1.371
C: 4.789 0.349 0.046
C: 2.984 -0.916 -1.029
H: -3.367 -4.147 -3.719
H: -2.036 -4.039 -2.575
H: -1.812 -3.531 -4.250
H: -3.709 -2.199 -2.245
H: -3.060 -1.488 -5.140
H: -4.049 -0.499 -4.061
H: -4.594 -2.115 -4.530
H: -0.458 -1.785 -4.089
H: 2.211 0.638 -3.499
H: 0.317 -0.060 -5.782
H: 1.907 0.692 -5.940
H: 0.580 1.571 -5.178
H: 1.554 -1.939 -4.969
H: 2.148 -2.012 -3.312
H: 3.118 -1.255 -4.578
H: -3.152 -0.207 -1.236
H: -2.616 2.460 -1.595
H: -0.599 2.955 0.606
H: -2.037 3.924 0.289
H: -0.774 3.808 -0.911
H: -2.785 0.657 0.780
H: -4.063 1.294 -0.246
H: -3.361 2.333 0.974
H: 0.476 2.811 -3.633
H: 2.123 4.618 -3.571
H: 3.659 4.814 -1.618
H: 3.510 3.188 0.186
H: 0.923 0.970 3.541
H: 2.329 1.556 4.442
H: 2.417 0.045 3.538
H: 1.076 3.412 1.614
H: 2.633 4.035 2.095
H: 1.497 3.504 3.321
H: 4.520 1.075 2.721
H: 4.156 2.632 3.442
H: 4.531 2.543 1.730
H: 3.847 -0.976 2.335
H: 4.265 -2.109 1.058
H: 2.570 -1.886 1.508
H: 5.327 0.599 0.954
H: 4.726 1.232 -0.590
H: 5.394 -0.385 -0.491
H: 1.934 -1.209 -1.036
H: 3.592 -1.804 -1.214
H: 3.147 -0.221 -1.851

LUMO energy ... -9.7 eV
Total charge ... +2
Highest occupied orbital energy ... -13.0053 eV
Orbital gap ... 0.120 Ha
2S+1 ... 1
Calculated total energy ... -70306.09616 eV